Density functional theory data (wB97M-V/def2-TZVPD) for a cluster of 2 separate species, C11H27N2O3S in total in a non-equilibrium geometry.

```
44
C11H27N2O3S, DFT wB97M-V/def2-TZVPD
C -3.223 -2.262 -3.773
C -2.137 -3.371 -4.035
C -0.812 -2.596 -4.374
N 0.380 -3.367 -4.027
O 1.566 -2.637 -4.087
S 1.861 -1.557 -2.822
O 1.345 -0.208 -3.202
O 0.915 -1.975 -1.500
H -4.247 -2.628 -3.971
H -3.163 -1.859 -2.747
H -3.019 -1.460 -4.511
H -2.010 -4.032 -3.160
H -2.498 -3.927 -4.919
H -0.865 -1.583 -3.932
H -0.822 -2.470 -5.477
H 0.281 -3.903 -3.171
H 1.482 -2.477 -0.903
C 0.732 1.604 -0.549
C 1.164 2.643 0.488
C 1.681 2.009 1.778
N 0.681 1.977 2.925
C 0.600 3.330 3.568
C -0.702 1.497 2.529
C -0.585 -0.008 2.559
C 0.190 -0.244 3.847
C 1.155 0.936 3.957
H -0.154 1.049 -0.235
H 0.496 2.090 -1.495
H 1.529 0.886 -0.739
H 0.361 3.361 0.669
H 1.986 3.211 0.048
H 2.538 2.569 2.155
H 2.009 0.985 1.600
H 0.232 4.043 2.833
H 1.593 3.608 3.912
H -0.085 3.272 4.411
H -1.398 1.842 3.295
H -0.999 1.921 1.574
H -0.025 -0.377 1.697
H -1.557 -0.499 2.562
H 0.708 -1.202 3.848
H -0.489 -0.244 4.701
H 2.183 0.662 3.729
H 1.121 1.390 4.945
```

gap between HOMO and LUMO = 8.5 eV
spin multiplicity = 1
total charge = +1

Density functional theory data (wB97M-V/def2-TZVPD) for a cluster of 5 separate species, C11H27N5O7 in total in a non-equilibrium geometry.

```
50
C11H27N5O7, DFT wB97M-V/def2-TZVPD
C 1.921 0.228 0.021
N 1.046 0.064 -1.190
O 1.690 0.063 -2.237
O -0.185 -0.121 -1.086
H 1.637 -0.646 0.606
H 1.561 1.183 0.405
H 2.994 0.214 -0.171
C -0.016 5.409 -0.421
N -0.658 4.233 0.215
O -0.192 3.130 0.003
O -1.596 4.378 0.963
H 0.929 5.438 0.122
H -0.736 6.188 -0.172
H 0.056 5.208 -1.490
C 0.380 1.483 5.393
N 1.050 0.274 4.924
C 1.027 -0.875 5.770
C 1.571 0.264 3.650
O 1.981 -0.750 3.074
H -0.687 1.261 5.393
H 0.463 2.263 4.636
H 0.738 1.828 6.363
H 1.538 -1.755 5.381
H 1.525 -0.653 6.714
H -0.020 -1.149 5.905
H 1.569 1.224 3.111
C 0.720 -0.332 -5.853
N -0.664 -0.131 -6.283
C -1.238 1.154 -6.049
C -1.360 -1.226 -6.715
O -2.579 -1.323 -6.989
H 0.754 -0.446 -4.769
H 1.300 0.548 -6.131
H 1.179 -1.195 -6.334
H -2.242 1.364 -6.419
H -1.390 1.294 -4.979
H -0.584 1.955 -6.392
H -0.723 -2.125 -6.728
C -0.157 -2.557 2.336
N -1.200 -3.234 1.557
C -1.385 -2.920 0.136
C -1.841 -4.231 2.162
O -2.490 -5.065 1.572
H 0.851 -2.959 2.241
H -0.389 -2.527 3.401
H -0.101 -1.568 1.881
H -0.464 -3.017 -0.439
H -2.063 -3.647 -0.312
H -1.862 -1.952 -0.023
H -1.657 -4.244 3.248
```

gap between HOMO and LUMO = 8.7 eV
spin multiplicity = 1
energy above the lowest of the compared OMol25 structures with the same formula, charge and spin = 0.0 kJ/mol
total charge = 0

Density functional theory data (wB97M-V/def2-TZVPD) for a cluster of 3 separate species, C11H27NO4PS3 in total in a non-equilibrium geometry.

```
47
C11H27NO4PS3, DFT wB97M-V/def2-TZVPD
N -1.416 -3.068 2.124
P -3.021 -2.918 2.536
C -3.959 -2.111 1.231
C -5.487 -2.368 1.189
C -6.135 -2.907 2.463
S -6.472 -4.693 2.451
H -1.320 -2.993 1.104
H -0.883 -2.288 2.499
H -3.027 -2.143 3.689
H -3.491 -4.190 2.827
H -3.508 -2.471 0.315
H -3.756 -1.051 1.310
H -5.940 -1.416 0.951
H -5.722 -3.030 0.371
H -7.136 -2.509 2.532
H -5.631 -2.591 3.371
H -5.245 -5.214 2.338
C 0.755 1.344 -0.331
C 0.249 0.976 1.065
C -1.144 0.357 0.886
S -1.156 -0.397 -0.753
O -2.127 0.294 -1.555
O -1.218 -1.843 -0.608
C 0.487 0.131 -1.214
H 1.813 1.583 -0.315
H 0.208 2.211 -0.708
H 0.925 0.249 1.518
H 0.212 1.842 1.722
H -1.356 -0.409 1.627
H -1.929 1.111 0.902
H 0.499 0.350 -2.279
H 1.172 -0.686 -0.990
C 4.686 3.482 -3.168
C 6.030 2.776 -2.936
C 6.130 2.458 -1.438
S 4.442 2.269 -0.858
O 4.144 3.320 0.081
O 4.184 0.888 -0.517
C 3.646 2.656 -2.415
H 4.443 3.556 -4.226
H 4.721 4.493 -2.760
H 6.059 1.850 -3.513
H 6.868 3.389 -3.260
H 6.670 1.536 -1.239
H 6.575 3.276 -0.875
H 2.718 3.189 -2.221
H 3.443 1.713 -2.923
```

gap between HOMO and LUMO = 9.2 eV
spin multiplicity = 1
total charge = +1